(1)
Entry from OMol25: one molecule with the formula C5H14N2 in a non-equilibrium geometry (ωB97M-V with the def2-TZVPD basis set).

Geometry as XYZ:
```
21
Properties=species:S:1:pos:R:3:lowdin_charge:R:1
C -2.383 0.321 0.759 -0.081
C -1.215 -0.456 0.146 -0.391
C -1.364 -1.849 -0.543 -0.067
C -0.058 0.336 -0.551 -0.232
N 0.781 0.844 0.490 -0.079
C 2.196 0.335 0.491 -0.260
N 3.132 1.075 -0.435 -0.023
H -2.402 0.209 1.799 0.044
H -2.147 1.436 0.624 0.095
H -3.295 0.108 0.213 0.066
H -0.730 -0.725 1.205 0.145
H -1.143 -1.775 -1.620 0.079
H -2.389 -2.089 -0.437 0.049
H -0.783 -2.545 -0.004 0.057
H 0.402 -0.387 -1.135 0.066
H -0.390 1.246 -1.181 0.147
H 0.844 1.790 0.525 0.053
H 2.293 -0.766 0.251 0.119
H 2.695 0.649 1.548 0.134
H 2.631 1.777 -0.877 0.009
H 3.325 0.466 -1.268 0.071
```

## Properties
SMILES: CC(C)CNCN
E_tot in Ha: -308.326862
Total charge: 0
Multiplicity: 1

---

(2)
Entry from OMol25: C5H14N2 as an isolated structure in a non-equilibrium geometry (ωB97M-V with the def2-TZVPD basis set).

Geometry as XYZ:
```
21
Properties=species:S:1:pos:R:3:lowdin_charge:R:1
C -1.717 0.816 -0.597 -0.333
C -0.789 -0.849 1.393 -0.104
N -0.801 0.666 -1.515 0.056
N -2.955 0.268 -0.606 0.103
H -1.538 1.561 0.166 0.131
H -1.051 0.025 -2.264 0.089
H -3.113 -0.551 -1.175 0.106
H 0.345 0.281 -0.997 0.083
H -3.482 0.292 0.253 0.098
H -1.448 -0.179 1.946 0.001
H -1.391 -1.606 0.888 0.006
H -0.159 -1.362 2.120 0.010
C 2.186 1.118 0.428 -0.131
C 1.508 -0.060 -0.216 -0.385
C 2.199 -1.113 -0.648 -0.049
H 0.183 -0.428 0.615 0.042
H 2.028 2.029 -0.153 0.067
H 1.755 1.300 1.419 0.065
H 3.261 0.970 0.557 0.063
H 1.722 -1.929 -1.178 0.038
H 3.258 -1.249 -0.436 0.043
```

## Properties
E_tot in Ha: -308.266608
Total charge: 0
Multiplicity: 1

---

(3)
Entry from OMol25: one molecule with the formula C5H14N2 in a non-equilibrium geometry (ωB97M-V with the def2-TZVPD basis set).

Geometry as XYZ:
```
21
Properties=species:S:1:pos:R:3:lowdin_charge:R:1
C 2.974 -0.501 0.357 -0.104
C 1.670 0.112 0.723 -0.292
N 0.497 -0.366 -0.098 -0.210
C -0.022 -1.589 0.608 -0.081
C -0.509 0.699 -0.068 -0.263
C -1.784 0.308 -0.771 -0.309
N -2.799 1.362 -0.771 -0.017
H 3.172 -0.572 -0.722 0.079
H 3.790 0.102 0.747 0.066
H 3.064 -1.521 0.844 0.089
H 1.615 1.191 0.584 0.104
H 1.455 -0.154 1.761 0.107
H -0.952 -1.291 1.091 0.068
H 0.768 -1.960 1.235 0.062
H -0.408 -2.351 -0.118 0.092
H -0.607 1.071 0.964 0.125
H -0.039 1.478 -0.716 0.128
H -1.409 0.073 -1.796 0.122
H -2.307 -0.580 -0.366 0.108
H -3.620 1.130 -1.324 0.063
H -2.342 2.094 -1.326 0.066
```

## Properties
SMILES: CCN(C)CCN
E_tot in Ha: -308.365427
Total charge: 0
Multiplicity: 1

---

(4)
Entry from OMol25: one molecule with the formula C5H14N2 in a non-equilibrium geometry (ωB97M-V with the def2-TZVPD basis set).

Geometry as XYZ:
```
21
Properties=species:S:1:pos:R:3:lowdin_charge:R:1
C 1.754 0.265 1.079 -0.071
C 0.426 0.872 0.654 -0.471
N 0.489 2.323 0.895 0.027
C 0.078 0.537 -0.791 -0.199
C 0.019 -0.969 -1.117 -0.210
C -0.998 -1.803 -0.329 -0.285
N -2.276 -1.164 -0.029 -0.005
H 1.960 0.444 2.124 0.071
H 2.560 0.755 0.530 0.081
H 1.886 -0.799 0.883 0.066
H -0.346 0.507 1.327 0.122
H 0.797 2.829 0.069 0.068
H -0.432 2.678 1.137 0.067
H 0.826 0.963 -1.454 0.112
H -0.907 0.948 -1.004 0.100
H -0.231 -1.013 -2.189 0.107
H 1.047 -1.318 -1.034 0.094
H -0.560 -2.186 0.597 0.106
H -1.228 -2.671 -0.967 0.107
H -2.739 -0.882 -0.886 0.067
H -2.126 -0.315 0.505 0.045
```

## Properties
SMILES: C[C@@H](N)CCCN
E_tot in Ha: -308.406641
Total charge: 0
Multiplicity: 1

---

(5)
Entry from OMol25: a 2-piece molecular cluster, C5H14N2 overall in a non-equilibrium geometry (ωB97M-V with the def2-TZVPD basis set).

Geometry as XYZ:
```
21
Properties=species:S:1:pos:R:3:lowdin_charge:R:1
C -0.820 -0.379 2.175 -0.058
C -1.567 -1.076 1.279 -0.187
C -2.289 -0.463 0.132 -0.252
C -1.284 -0.561 -1.017 -0.115
H -1.070 0.656 2.371 0.072
H -0.393 -0.897 3.022 0.062
H -1.485 -2.156 1.253 0.104
H -3.198 -1.024 -0.098 0.106
H -2.530 0.580 0.339 0.108
H -1.628 0.008 -1.889 0.076
H -1.061 -1.595 -1.265 0.074
H -0.313 -0.081 -0.772 0.034
C 2.441 1.049 -1.530 -0.153
N 1.487 1.224 -0.451 -0.239
N 1.632 0.208 0.574 -0.065
H 2.228 0.104 -2.036 0.069
H 3.487 1.027 -1.191 0.070
H 2.302 1.862 -2.245 0.075
H 1.655 2.112 0.018 0.097
H 0.699 0.099 1.245 0.065
H 1.706 -0.695 0.086 0.057
```

## Properties
SMILES: C=CCC.CNN
E_tot in Ha: -308.307259
Total charge: 0
Multiplicity: 1

---

(6)
Entry from OMol25: one molecule with the formula C5H14N2 in a non-equilibrium geometry (ωB97M-V with the def2-TZVPD basis set).

Geometry as XYZ:
```
21
Properties=species:S:1:pos:R:3:lowdin_charge:R:1
C 2.965 1.539 0.360 -0.098
C 1.502 1.103 0.010 -0.255
C 0.853 -0.170 0.612 -0.204
C 0.122 -0.980 -0.439 -0.268
N -1.174 -0.360 -0.740 -0.076
C -2.206 -0.590 0.291 -0.328
N -3.525 -0.523 -0.338 0.002
H 3.436 1.534 -0.621 0.057
H 3.040 2.538 0.779 0.060
H 3.439 0.739 0.920 0.059
H 0.784 1.943 -0.130 0.110
H 1.636 0.892 -1.073 0.084
H 0.055 0.172 1.280 0.091
H 1.658 -0.621 1.198 0.104
H 0.654 -1.015 -1.421 0.120
H -0.018 -2.027 -0.050 0.113
H -1.397 -0.725 -1.677 0.107
H -2.079 0.162 1.082 0.108
H -2.053 -1.547 0.752 0.093
H -3.402 -1.242 -1.045 0.059
H -4.290 -0.822 0.251 0.063
```

## Properties
SMILES: CCCCNCN
E_tot in Ha: -308.363429
Total charge: 0
Multiplicity: 1

---

Record-wise E_HOMO values, in eV: -8.68, -7.54, -8.64, -9.28, -7.57, -8.82
Record-wise ΔE to the lowest compared entry with this formula, charge and spin values, in kcal/mol: 60.4, 98.2, 36.2, 10.3, 72.7, 37.4